Entry 1:
Molecular formula: C3H3N3O2
Method: DFT, ωB97M-V/def2-TZVPD

As for the expectation value of S²: 2.0424. The calculation puts the HOMO-LUMO gap (alpha / beta) at 10.302 / 7.972 eV. The value obtained for the maximum force is 4.31 eV/Å. Its energy above the lowest of the compared OMol25 structures with the same formula, charge and spin is 165.4 kJ/mol.

```
! wB97M-V def2-TZVPD RIJCOSX def2/J DEFGRID3
* xyz 0 3
C 1.186 1.487 0.897
C 0.164 0.442 -0.945
C -0.385 -0.934 -0.538
N 1.162 1.716 2.035
N 1.051 1.451 -0.402
N -0.837 -1.129 0.693
O -0.846 -0.233 1.479
O -0.936 -2.381 0.951
H 0.532 0.295 -1.992
H -0.759 1.093 -0.929
H -0.332 -1.807 -1.250
*
```

***

Entry 2:
Molecular formula: C3H3N3O3
Method: DFT, ωB97M-V/def2-TZVPD

The calculation puts the HOMO-LUMO gap at 9.980 eV. As for the structure (SMILES): O=C(O)c1nc(O)n[nH]1. The value obtained for the maximum force is 4.60 eV/Å. Its energy above the lowest of the compared OMol25 structures with the same formula, charge and spin is 114.8 kJ/mol.

```
! wB97M-V def2-TZVPD RIJCOSX def2/J DEFGRID3
* xyz 0 1
O -0.799 2.604 1.003
C -0.312 1.985 0.090
O 0.251 2.552 -0.953
C -0.149 0.501 0.111
N 0.446 -0.207 -0.845
C 0.350 -1.445 -0.395
O 0.836 -2.534 -1.011
N -0.245 -1.581 0.758
N -0.596 -0.346 1.125
H 0.564 1.775 -1.426
H 0.708 -3.260 -0.403
H -1.056 -0.044 1.947
*
```